i | A single C4H9N3S molecule. Source: OMol25; level of theory: ωB97M-V with the def2-TZVPD basis set.

* orbital gap: 8.6 eV

Last columns: bonded neighbours and bond lengths (Å).
Geometry (Å):
1 C -2.098 1.409 0.117  C2 1.565, H5 1.137, H6 1.022, H7 1.124
2 C -1.086 0.386 -0.499  C1 1.565, C4 1.506, H8 1.135, N14 1.437
3 C 2.028 -0.512 0.119  H10 1.139, N15 1.230, N16 1.375
4 C -1.487 -0.850 0.262  C2 1.506, H13 1.204, S17 1.608
5 H -1.694 1.387 1.179  C1 1.137
6 H -3.092 1.251 -0.061  C1 1.022
7 H -1.890 2.427 -0.311  C1 1.124
8 H -1.060 0.156 -1.610  C2 1.135
9 H 0.522 1.654 -0.761  N14 1.071
10 H 1.823 -0.268 1.213  C3 1.139
11 H 3.758 -1.381 0.896  N16 1.121
12 H 3.266 -2.123 -0.783  N16 1.117
13 H -1.403 -0.712 1.455  C4 1.204
14 N 0.259 0.786 -0.191  C2 1.437, H9 1.071, N15 1.460
15 N 1.247 -0.130 -0.752  C3 1.230, N14 1.460
16 N 3.145 -1.299 -0.039  C3 1.375, H11 1.121, H12 1.117
17 S -2.240 -2.182 -0.233  C4 1.608

***

ii | A single C4H9N3S molecule. Source: OMol25; level of theory: ωB97M-V with the def2-TZVPD basis set.

* orbital gap: 8.8 eV

Last columns: bonded neighbours and bond lengths (Å).
Geometry (Å):
1 C -0.411 1.835 0.642  H5 1.024, H6 1.125, H7 1.155, S17 1.747
2 C 0.819 -0.399 -0.133  C3 1.551, N15 1.298, S17 1.818
3 C -0.348 -1.352 0.231  C2 1.551, C4 1.347, H8 1.143
4 C -1.654 -1.218 -0.072  C3 1.347, H9 1.076, N14 1.440
5 H 0.132 1.859 1.510  C1 1.024
6 H -1.330 1.195 0.745  C1 1.125
7 H -0.911 2.874 0.591  C1 1.155
8 H 0.103 -2.176 0.883  C3 1.143
9 H -2.391 -1.845 0.398  C4 1.076
10 H -3.179 -0.039 -0.685  N14 1.022
11 H -1.659 0.370 -1.384  N14 1.021
12 H 3.954 -1.148 -0.108  N16 1.104
13 H 3.340 0.534 -0.253  N16 1.004
14 N -2.282 -0.366 -1.049  C4 1.440, H10 1.022, H11 1.021
15 N 1.956 -1.027 -0.117  C2 1.298, N16 1.472
16 N 3.234 -0.425 -0.530  H12 1.104, H13 1.004, N15 1.472
17 S 0.628 1.328 -0.668  C1 1.747, C2 1.818

***

ii takes first place; second place is 0.0272 hartree up.

***

i | A single C4H9N3S molecule. Source: OMol25; level of theory: ωB97M-V with the def2-TZVPD basis set.

* orbital gap: 9.5 eV

Last columns: bonded neighbours and bond lengths (Å).
Geometry (Å):
1 C -0.071 0.136 0.162  C2 1.512, C3 1.525, C4 1.541, N14 1.562
2 C -1.344 0.673 -0.452  C1 1.512, H7 1.125, H8 1.059, S17 1.840
3 C 0.471 -1.141 -0.471  C1 1.525, H10 1.168, H11 1.194, N15 1.509
4 C 1.122 1.057 -0.155  C1 1.541, H13 1.177, N16 1.304
5 H 0.704 -0.742 2.040  N14 1.137
6 H 0.016 0.941 2.218  N14 1.048
7 H -1.144 0.614 -1.558  C2 1.125
8 H -1.565 1.688 -0.243  C2 1.059
9 H -3.551 0.466 -0.768  S17 1.466
10 H -0.080 -2.028 0.054  C3 1.168
11 H 0.412 -1.030 -1.659  C3 1.194
12 H 2.681 -1.798 -0.261  N15 1.184
13 H 1.061 2.199 -0.434  C4 1.177
14 N -0.074 0.023 1.720  C1 1.562, H5 1.137, H6 1.048
15 N 1.882 -0.975 0.035  C3 1.509, H12 1.184, N16 1.397
16 N 2.209 0.347 -0.278  C4 1.304, N15 1.397
17 S -2.727 -0.431 0.049  C2 1.840, H9 1.466

***

ii | A single C4H9N3S molecule. Source: OMol25; level of theory: ωB97M-V with the def2-TZVPD basis set.

* orbital gap: 8.9 eV

Last columns: bonded neighbours and bond lengths (Å).
Geometry (Å):
1 C 0.139 1.433 -0.046  C2 1.434, H7 1.235, N14 1.431
2 C 0.206 0.158 0.607  C1 1.434, C3 1.522, C4 1.530
3 C -1.072 -0.621 0.885  C2 1.522, H8 1.202, H9 1.151, S17 1.813
4 C 1.560 -0.472 0.939  C2 1.530, H11 1.148, N15 1.254
5 H -1.970 1.466 -0.102  N14 1.007
6 H -1.279 2.653 -1.248  N14 1.091
7 H 1.009 2.305 -0.129  C1 1.235
8 H -0.937 -1.256 1.897  C3 1.202
9 H -2.010 -0.017 1.167  C3 1.151
10 H -2.181 -1.067 -1.265  S17 1.354
11 H 1.871 -0.384 2.040  C4 1.148
12 H 2.622 -1.024 -1.807  N16 1.153
13 H 0.970 -0.707 -1.203  N16 1.086
14 N -1.142 1.827 -0.548  C1 1.431, H5 1.007, H6 1.091
15 N 2.320 -1.041 0.120  C4 1.254, N16 1.402
16 N 1.785 -1.420 -1.119  H12 1.153, H13 1.086, N15 1.402
17 S -1.890 -1.833 -0.187  C3 1.813, H10 1.354

***

i takes first place; second place is 0.0220 hartree up.

***

i | An isolated ion of composition C4H12N4 and charge +2. Source: OMol25; level of theory: ωB97M-V with the def2-TZVPD basis set.

* orbital gap: 8.9 eV
* charge: +2

Last columns: bonded neighbours and bond lengths (Å).
Geometry (Å):
1 C 1.057 0.787 -0.065  C2 1.363, C3 1.413, H9 1.081
2 C -0.286 0.971 -0.203  C1 1.363, N5 1.334, N8 1.463
3 C 1.922 -0.312 0.141  C1 1.413, N6 1.297, H10 1.108
4 C -1.593 -0.977 1.144  N8 1.726, H11 1.099, H12 1.043, H13 1.065
5 N -0.836 2.168 -0.418  C2 1.334, H14 1.022, H15 0.944
6 N 3.194 -0.123 0.310  C3 1.297, H16 1.021, H17 1.029
7 N -0.448 -0.990 -1.180  N8 1.358, H18 1.077, H19 1.014
8 N -1.156 -0.198 -0.333  C2 1.463, C4 1.726, N7 1.358, H20 1.171
9 H 1.583 1.731 -0.099  C1 1.081
10 H 1.547 -1.348 0.027  C3 1.108
11 H -0.839 -1.704 1.477  C4 1.099
12 H -1.541 -0.236 1.876  C4 1.043
13 H -2.433 -1.534 0.803  C4 1.065
14 H -0.181 2.951 -0.463  N5 1.022
15 H -1.727 2.313 -0.693  N5 0.944
16 H 3.726 -0.984 0.444  N6 1.021
17 H 3.667 0.791 0.289  N6 1.029
18 H -0.190 -0.465 -2.084  N7 1.077
19 H -0.846 -1.892 -1.414  N7 1.014
20 H -2.176 0.104 -0.821  N8 1.171

***

ii | A 2-piece molecular cluster, C4H12N4 overall. Source: OMol25; level of theory: ωB97M-V with the def2-TZVPD basis set.

* orbital gap (spin up / spin down): 7.5 / 7.5 eV
* charge: +2

Last columns: bonded neighbours and bond lengths (Å).
Geometry (Å):
1 C 1.337 -0.669 -0.586  N5 1.290, N6 1.351, H9 1.108
2 C -3.713 -0.355 0.695  C4 1.402, H10 1.131, H11 1.132, H12 1.036
3 C 3.768 -0.087 -0.419  N6 1.481, H13 1.123, H14 1.092, H15 1.140
4 C -2.980 0.053 -0.429  C2 1.402, H16 1.023, H17 1.051
5 N 0.121 -0.324 -0.329  C1 1.290, N8 1.250
6 N 2.362 -0.052 0.042  C1 1.351, C3 1.481, N7 1.406
7 N 2.081 0.714 1.188  N6 1.406, H18 1.011, H19 1.026
8 N -0.823 -0.093 0.457  N5 1.250, H20 1.021
9 H 1.642 -1.294 -1.448  C1 1.108
10 H -3.349 0.090 1.670  C2 1.131
11 H -4.712 0.173 0.758  C2 1.132
12 H -4.006 -1.320 0.932  C2 1.036
13 H 4.318 0.315 0.474  C3 1.123
14 H 4.134 -1.074 -0.710  C3 1.092
15 H 3.965 0.675 -1.243  C3 1.140
16 H -2.930 1.037 -0.703  C4 1.023
17 H -2.653 -0.618 -1.169  C4 1.051
18 H 1.783 0.209 2.011  N7 1.011
19 H 2.758 1.472 1.329  N7 1.026
20 H -0.766 -0.382 1.435  N8 1.021

***

i takes first place; second place is 0.1389 hartree up.

***

i | A single CH6N4 molecule. Source: OMol25; level of theory: ωB97M-V with the def2-TZVPD basis set.

* orbital gap: 10.1 eV

Last columns: bonded neighbours and bond lengths (Å).
Geometry (Å):
1 C 0.280 0.121 -0.328  N2 1.424, N3 1.439, N4 1.443, H6 1.144
2 N 0.392 -1.285 -0.134  C1 1.424, H7 1.010, H9 1.015
3 N 1.425 0.809 0.208  C1 1.439, H8 1.014, H10 1.015
4 N -0.959 0.696 0.138  C1 1.443, N5 1.249
5 N -1.884 -0.113 0.364  N4 1.249, H11 1.029
6 H 0.112 0.506 -1.393  C1 1.144
7 H 1.025 -1.721 -0.789  N2 1.010
8 H 1.253 1.808 0.227  N3 1.014
9 H -0.530 -1.710 -0.164  N2 1.015
10 H 1.588 0.487 1.157  N3 1.015
11 H -2.702 0.402 0.716  N5 1.029

***

ii | A single CH6N4 molecule. Source: OMol25; level of theory: ωB97M-V with the def2-TZVPD basis set.

* orbital gap: 9.6 eV

Last columns: bonded neighbours and bond lengths (Å).
Geometry (Å):
1 C -0.284 -0.428 0.268  H5 1.062, N9 1.327, N10 1.340
2 H 1.624 -0.871 1.834  N8 1.082
3 H 0.926 0.767 2.339  N8 1.065
4 H 1.273 0.230 -0.510  N9 0.962
5 H -0.725 -0.833 1.146  C1 1.062
6 H -1.718 0.285 -2.205  N11 1.019
7 H -0.915 1.350 -1.520  N11 1.131
8 N 1.444 0.174 1.621  H2 1.082, H3 1.065, N9 1.403
9 N 0.848 0.259 0.353  C1 1.327, H4 0.962, N8 1.403
10 N -1.325 -0.456 -0.575  C1 1.340, N11 1.501
11 N -0.791 0.257 -1.784  H6 1.019, H7 1.131, N10 1.501

***

iii | A single CH6N4 molecule. Source: OMol25; level of theory: ωB97M-V with the def2-TZVPD basis set.

* orbital gap: 9.7 eV

Last columns: bonded neighbours and bond lengths (Å).
Geometry (Å):
1 C 1.014 -0.961 -1.147  N4 1.491, H6 0.992, H7 1.093, H8 1.167
2 N -1.870 0.910 1.614  N3 1.249, H9 0.969
3 N -1.200 0.794 0.566  N2 1.249, N5 1.381
4 N 0.896 0.192 -0.208  C1 1.491, N5 1.369, H10 0.995
5 N -0.002 0.159 0.825  N3 1.381, N4 1.369, H11 1.018
6 H 1.767 -1.572 -0.938  C1 0.992
7 H 0.028 -1.431 -1.110  C1 1.093
8 H 1.316 -0.447 -2.150  C1 1.167
9 H -2.630 1.504 1.526  N2 0.969
10 H 0.563 0.930 -0.785  N4 0.995
11 H 0.116 -0.079 1.807  N5 1.018

***

i takes first place; second place is 0.0793 hartree up.

***

i | A single CH3NOP2S molecule. Source: OMol25; level of theory: ωB97M-V with the def2-TZVPD basis set.

* orbital gap (spin up / spin down): 6.8 / 6.9 eV

Last columns: bonded neighbours and bond lengths (Å).
Geometry (Å):
1 C -1.764 -0.432 -0.254  N2 1.294, P4 1.738, H7 1.048
2 N -0.966 -1.428 -0.040  C1 1.294, S6 1.593
3 O 3.042 0.031 -0.634  P5 1.504
4 P -1.328 1.249 -0.331  C1 1.738, H8 1.565
5 P 1.652 0.369 -0.171  O3 1.504, S6 2.171, H9 1.381
6 S 0.602 -1.487 0.234  N2 1.593, P5 2.171
7 H -2.641 -0.887 -0.602  C1 1.048
8 H -0.420 1.309 0.942  P4 1.565
9 H 1.823 1.276 0.855  P5 1.381

***

ii | A 2-piece molecular cluster, CH3NOP2S overall. Source: OMol25; level of theory: ωB97M-V with the def2-TZVPD basis set.

* orbital gap: 7.4 eV

Last columns: bonded neighbours and bond lengths (Å).
Geometry (Å):
1 C -2.070 0.907 -0.128  N2 1.262, H7 1.081, H8 1.139
2 N -1.372 0.172 0.625  C1 1.262, P4 1.662
3 O 0.146 -1.557 -0.015  P4 1.469
4 P -1.003 -1.426 0.891  N2 1.662, O3 1.469
5 P 3.415 -0.669 -0.080  S6 1.902, H9 1.460
6 S 2.894 0.849 0.940  P5 1.902
7 H -3.002 0.637 -0.604  C1 1.081
8 H -1.643 1.943 -0.330  C1 1.139
9 H 2.634 -0.855 -1.300  P5 1.460

***

iii | A 2-piece molecular cluster, CH3NOP2S overall. Source: OMol25; level of theory: ωB97M-V with the def2-TZVPD basis set.

* orbital gap: 7.0 eV

Last columns: bonded neighbours and bond lengths (Å).
Geometry (Å):
1 C -1.777 0.527 -0.090  N2 1.245, H7 1.130, H8 1.127
2 N -1.316 -0.620 -0.234  C1 1.245, P4 1.665
3 O -0.210 -2.940 -0.374  P4 1.451
4 P -0.472 -1.836 0.530  N2 1.665, O3 1.451
5 P 2.661 -1.311 -0.394  S6 1.945, H9 1.386
6 S 1.621 0.171 0.318  P5 1.945
7 H -2.906 0.552 -0.040  C1 1.130
8 H -1.210 1.498 -0.165  C1 1.127
9 H 1.631 -1.595 -1.278  P5 1.386

***

ii takes first place; second place is 0.0059 hartree up.

***

i | A single C4H4ClF molecule. Source: OMol25; level of theory: ωB97M-V with the def2-TZVPD basis set.

* orbital gap: 11.3 eV

Last columns: bonded neighbours and bond lengths (Å).
Geometry (Å):
1 C 0.245 -1.068 -0.706  C2 1.325, C3 1.789, H7 1.065
2 C -0.896 -0.730 -0.122  C1 1.325, C4 1.500, H8 1.076
3 C 0.996 0.336 0.109  C1 1.789, C4 1.557, F5 1.342, H9 1.086
4 C -0.481 0.543 0.552  C2 1.500, C3 1.557, Cl6 1.786, H10 1.091
5 F 1.554 1.268 -0.679  C3 1.342
6 Cl -1.237 1.978 -0.196  C4 1.786
7 H 0.637 -1.824 -1.346  C1 1.065
8 H -1.872 -1.181 -0.123  C2 1.076
9 H 1.699 0.041 0.883  C3 1.086
10 H -0.645 0.635 1.627  C4 1.091

***

ii | A single C4H4ClF molecule. Source: OMol25; level of theory: ωB97M-V with the def2-TZVPD basis set.

* orbital gap: 11.3 eV

Last columns: bonded neighbours and bond lengths (Å).
Geometry (Å):
1 C -0.260 -0.603 -0.898  C2 1.332, C3 1.509, H7 1.073
2 C 0.109 0.668 -0.744  C1 1.332, C4 1.494, H8 1.073
3 C 0.672 -1.115 0.172  C1 1.509, C4 1.554, F5 1.365, H9 1.095
4 C 1.156 0.357 0.275  C2 1.494, C3 1.554, Cl6 1.759, H10 1.308
5 F 1.615 -2.023 -0.217  C3 1.365
6 Cl 2.816 0.650 -0.230  C4 1.759
7 H -0.966 -1.117 -1.521  C1 1.073
8 H -0.192 1.602 -1.177  C2 1.073
9 H 0.196 -1.518 1.072  C3 1.095
10 H 1.034 0.942 1.439  C4 1.308

***

ii takes first place; second place is 0.0058 hartree up.